An isolated molecule of C5H12Cl2Si. Source: OMol25; level of theory: the ωB97M-V functional and the def2-TZVPD basis.

The calculation puts the strongest force on any atom at 1.35 eV/A. Its structure (SMILES) is CC(C)(C)[Si](C)(Cl)Cl. The energy above the lowest of the compared OMol25 structures with the same formula, charge and spin is 0.00 kJ/mol. As for the HOMO-LUMO gap: 10.745 eV. The calculation puts the lowest unoccupied orbital energy at 0.6640 eV.

Geometry as ORCA input:
```
! wB97M-V def2-TZVPD RIJCOSX def2/J DEFGRID3
* xyz 0 1
Cl -0.23166 1.37087 -2.54469
Cl 2.59055 0.70050 -0.88321
C -0.18369 1.86488 0.76931
C 0.44110 -0.47295 1.57221
C -1.64780 -0.12804 0.25837
C 0.75870 -1.67493 -1.73110
C -0.22747 0.35510 0.51244
Si 0.62893 0.09857 -1.11950
H 0.83349 2.14339 1.06268
H -0.52619 2.48125 -0.07094
H -0.86260 2.12683 1.58347
H 0.04090 -0.29096 2.57385
H 0.35399 -1.53095 1.34899
H 1.50604 -0.21327 1.64639
H -2.31137 0.06996 1.08865
H -1.61731 -1.23313 0.13462
H -2.03944 0.31809 -0.64109
H -0.20579 -2.03602 -2.01204
H 1.42097 -1.67489 -2.58049
H 1.27866 -2.27431 -0.96791
*
```